# 1
{"formula": "C31H27N5O2S", "method": "wB97M-V/def2-TZVPD", "species": ["O", "C", "N", "H", "C", "C", "N", "N", "C", "N", "C", "C", "C", "C", "C", "C", "H", "H", "H", "H", "H", "S", "C", "H", "C", "O", "N", "C", "C", "C", "C", "C", "C", "C", "C", "C", "H", "H", "H", "H", "H", "H", "H", "H", "H", "H", "H", "H", "H", "C", "C", "C", "C", "C", "C", "C", "C", "C", "C", "H", "H", "H", "H", "H", "H", "H"], "xyz": [[1.811, -1.922, -4.322], [1.976, -1.893, -3.118], [1.859, -0.726, -2.437], [1.652, 0.086, -3.005], [1.913, -0.485, -1.012], [0.721, 0.292, -0.569], [0.532, 1.566, -0.764], [-0.646, 1.912, -0.222], [-1.159, 0.838, 0.314], [-0.339, -0.237, 0.121], [-0.495, -1.535, 0.648], [-0.552, -2.629, -0.204], [-0.686, -3.897, 0.333], [-0.763, -4.066, 1.705], [-0.711, -2.967, 2.548], [-0.576, -1.694, 2.026], [-0.530, -0.825, 2.667], [-0.775, -3.099, 3.617], [-0.868, -5.057, 2.119], [-0.734, -4.751, -0.325], [-0.503, -2.486, -1.272], [-2.657, 0.750, 1.184], [-2.617, 2.453, 1.829], [-2.824, 3.141, 1.012], [-1.241, 2.682, 2.444], [-0.635, 1.767, 2.971], [-0.709, 3.921, 2.324], [-1.348, 5.060, 1.805], [-2.653, 5.376, 2.179], [-3.277, 6.504, 1.682], [-2.594, 7.344, 0.819], [-1.283, 7.062, 0.490], [-0.636, 5.933, 0.978], [0.814, 5.717, 0.643], [1.340, 4.375, 1.142], [0.726, 4.071, 2.505], [0.914, 4.887, 3.210], [1.109, 3.138, 2.920], [2.427, 4.395, 1.215], [1.055, 3.585, 0.447], [0.952, 5.794, -0.437], [1.385, 6.532, 1.101], [-0.736, 7.730, -0.160], [-3.076, 8.225, 0.422], [-4.290, 6.730, 1.979], [-3.170, 4.746, 2.886], [-3.407, 2.487, 2.578], [1.946, -1.439, -0.481], [2.809, 0.100, -0.769], [2.340, -3.101, -2.315], [3.499, -3.099, -1.576], [3.889, -4.230, -0.846], [3.113, -5.355, -0.856], [1.928, -5.405, -1.618], [1.125, -6.565, -1.655], [-0.014, -6.604, -2.410], [-0.397, -5.484, -3.165], [0.356, -4.343, -3.147], [1.536, -4.269, -2.375], [0.068, -3.493, -3.745], [-1.295, -5.531, -3.764], [-0.623, -7.495, -2.435], [1.431, -7.424, -1.075], [3.402, -6.227, -0.288], [4.805, -4.199, -0.276], [4.130, -2.222, -1.568]], "atomic_forces_ev_per_a": [[-0.049, -0.223, -0.246], [0.049, 0.208, 0.010], [-0.045, 0.330, -0.026], [0.010, -0.155, -0.072], [0.099, 0.052, 0.169], [0.042, -0.055, 0.158], [1.122, -0.295, -0.486], [-0.945, 0.114, 0.284], [-0.114, -0.085, -0.142], [-0.016, 0.837, -0.259], [-0.010, -0.635, 0.264], [-0.053, 0.216, 0.098], [0.024, -0.075, -0.012], [-0.024, -0.063, -0.005], [-0.019, -0.009, 0.020], [0.091, 0.039, -0.068], [0.004, 0.124, 0.036], [0.000, -0.010, 0.100], [-0.011, -0.095, 0.039], [0.016, -0.104, -0.095], [-0.011, 0.046, -0.105], [-0.473, 0.094, 0.126], [0.116, -0.535, -0.385], [-0.029, -0.006, 0.177], [-0.232, -0.026, 0.162], [0.081, -0.090, 0.150], [0.308, 0.187, 0.236], [-0.350, 0.399, -0.187], [0.056, 0.068, 0.010], [-0.052, -0.069, -0.006], [0.012, 0.078, -0.045], [-0.121, -0.045, 0.092], [-0.062, -0.044, -0.013], [0.182, -0.151, -0.023], [-0.050, 0.130, 0.084], [0.452, -0.244, -0.019], [0.004, -0.058, 0.015], [-0.071, 0.196, -0.009], [0.031, -0.017, -0.018], [0.095, 0.005, 0.076], [0.018, 0.071, 0.003], [0.004, -0.013, -0.056], [0.072, 0.066, -0.077], [-0.041, 0.088, -0.031], [-0.091, 0.016, 0.029], [-0.040, -0.048, 0.081], [0.005, 0.071, -0.019], [0.071, 0.206, -0.049], [-0.141, -0.159, 0.081], [0.378, -0.153, 0.094], [-0.324, 0.090, -0.281], [0.017, -0.282, 0.138], [0.185, 0.137, 0.055], [-0.081, 0.263, -0.196], [-0.180, -0.122, -0.054], [0.153, -0.204, 0.185], [-0.005, 0.267, -0.049], [-0.235, -0.082, -0.135], [0.142, -0.183, 0.139], [-0.024, 0.063, -0.066], [-0.061, 0.035, -0.060], [-0.014, -0.083, 0.016], [0.015, -0.087, 0.049], [0.039, -0.075, 0.058], [0.063, -0.034, 0.050], [0.017, 0.115, 0.013]], "e_lumo_ev": 0.151, "smiles": "O=C(NCc1nnc(SCC(=O)N2CCCc3ccccc32)n1-c1ccccc1)c1cccc2ccccc12", "homo_lumo_gap_ev": 8.61}

# 2
{"formula": "C9H8", "method": "wB97M-V/def2-TZVPD", "species": ["C", "C", "C", "C", "C", "C", "C", "C", "C", "H", "H", "H", "H", "H", "H", "H", "H"], "xyz": [[0.928, -1.234, 0.452], [0.645, -2.122, 1.350], [1.485, -0.031, -0.089], [0.265, 0.461, -0.451], [-0.834, 0.554, 0.441], [-1.655, 1.363, 1.026], [-0.600, -0.805, 0.087], [2.700, 0.714, -0.020], [-1.625, -1.530, -0.751], [-2.432, 1.032, 1.761], [-1.520, 2.388, 0.943], [2.668, 1.099, 0.963], [2.641, 1.390, -0.807], [3.649, 0.245, -0.029], [-2.421, -1.944, -0.069], [-1.376, -2.526, -1.217], [-2.313, -1.037, -1.416]], "atomic_forces_ev_per_a": [[0.558, -0.549, 0.038], [-0.641, 0.527, -0.591], [-1.588, -1.681, -0.556], [-0.134, -0.130, -0.546], [-0.245, 0.350, 0.162], [-1.769, -0.636, 2.040], [0.535, -0.887, -0.615], [0.688, -0.693, 0.617], [-1.382, -3.270, 1.209], [0.806, 0.063, -0.968], [0.097, 1.829, -0.338], [0.017, 1.448, 1.175], [0.194, 1.803, -0.910], [0.719, -1.150, -0.410], [0.738, 0.458, 0.109], [0.726, 1.332, 0.155], [0.681, 1.188, -0.571]], "e_above_lowest_ev": 8.6248, "e_lumo_ev": [-0.323, -0.324], "homo_lumo_gap_ev": [8.32, 8.32]}

no.,strongest force on any atom (eV/Å)
1,1.26
2,3.75